A cluster of 2 separate species, C5H11NO3 in total. Source: OMol25; level of theory: ωB97M-V with the def2-TZVPD basis set.

Values from the calculation:
LUMO: 0.78 eV
Energy relative to the best compared isomer or geometry (same formula, charge and spin): 76.41 kJ/mol
Frontier orbital gap: 8.640 eV
SMILES: C/C=C(/N)O.CC(=O)O
E_HOMO: -7.86 eV

XYZ file:
```
20
Properties=species:S:1:pos:R:3:mulliken_charge:R:1
C 1.745 0.869 1.040 -1.168
C 1.056 -0.454 1.146 -0.245
C 0.836 -1.293 0.130 0.561
N 0.154 -2.469 0.225 -0.532
O 1.252 -0.984 -1.130 -0.548
H 2.032 1.120 0.014 0.260
H 1.081 1.660 1.402 0.244
H 2.647 0.869 1.658 0.355
H 0.672 -0.701 2.132 0.273
H 0.496 -3.147 -0.453 0.209
H 0.196 -2.858 1.164 0.243
H 0.534 -1.299 -1.710 0.357
C -1.299 1.970 -0.950 -0.936
C -1.728 0.545 -0.823 0.798
O -1.683 -0.293 -1.709 -0.639
O -2.176 0.241 0.409 -0.446
H -2.010 2.512 -1.577 0.327
H -1.247 2.448 0.032 0.278
H -0.298 2.000 -1.391 0.240
H -2.260 -0.737 0.390 0.372
```

=====

A structure of composition C5H11NO4. Source: OMol25; level of theory: ωB97M-V with the def2-TZVPD basis set.

Values from the calculation:
LUMO: -0.08 eV
Energy relative to the best compared isomer or geometry (same formula, charge and spin): 290.10 kJ/mol
Frontier orbital gap: 8.154 eV
E_HOMO: -8.23 eV

XYZ file:
```
21
Properties=species:S:1:pos:R:3:mulliken_charge:R:1
C 0.127 1.363 -0.222 1.214
C 0.759 0.988 -1.536 -1.496
C -1.348 1.483 -0.161 -1.442
C 0.705 -0.014 1.006 0.019
O 0.742 2.404 0.433 -0.552
O 1.867 -0.304 0.897 -0.472
H 1.703 2.310 0.363 0.363
H 0.232 0.212 1.985 0.387
H 0.999 1.891 -2.101 0.477
H -1.666 2.049 0.709 0.385
H 1.670 0.410 -1.365 0.334
H 0.077 0.379 -2.123 0.257
H -1.751 1.923 -1.071 0.373
H -1.767 0.454 -0.082 0.292
C -0.511 -1.809 0.335 0.556
N -0.030 -2.472 1.461 -0.376
O 0.166 -2.209 -0.803 -0.464
O -1.683 -1.426 0.267 -0.705
H -0.429 -2.054 -1.548 0.375
H 0.836 -2.973 1.353 0.221
H -0.699 -2.603 2.203 0.254
```

=====

The molecule C5H11NO5S. Source: OMol25; level of theory: ωB97M-V with the def2-TZVPD basis set.

Values from the calculation:
LUMO (alpha / beta): 0.62 / -3.55 eV
Frontier orbital gap (alpha / beta): 3.634 / 7.151 eV
<S²>: 2.009
2S+1: 3
E_HOMO (alpha / beta): -3.01 / -10.70 eV

XYZ file:
```
23
Properties=species:S:1:pos:R:3:mulliken_charge:R:1
C -1.551 -0.898 -0.581 -1.179
C 0.576 -0.579 -1.906 -1.184
C -0.412 -1.607 -1.243 0.263
C -1.051 -0.133 0.670 -0.090
C 0.298 0.885 -0.043 -0.570
N 1.235 0.285 -0.873 0.021
O 1.470 0.304 2.187 -0.523
O 2.396 2.328 1.101 -0.306
O 0.201 2.383 2.197 -0.655
O 0.278 -2.395 -0.245 -0.435
O -2.013 0.671 1.190 -0.478
S 1.037 1.484 1.495 0.889
H -2.015 -0.089 -1.124 0.455
H -2.269 -1.626 -0.129 0.378
H 1.276 -1.039 -2.518 0.508
H 0.114 0.216 -2.553 0.381
H -0.820 -2.272 -2.023 0.321
H -0.616 -0.852 1.538 0.257
H -0.410 1.690 -0.534 0.445
H 1.822 -0.383 -0.386 0.458
H 2.563 3.036 1.690 0.249
H -0.448 -2.754 0.320 0.340
H -1.660 1.343 1.768 0.454
```

=====

The molecule C5H11NOS. Source: OMol25; level of theory: ωB97M-V with the def2-TZVPD basis set.

Values from the calculation:
LUMO: 0.55 eV
Energy relative to the best compared isomer or geometry (same formula, charge and spin): 425.14 kJ/mol
Frontier orbital gap: 9.600 eV
SMILES: C[C@]1(N)[C@@H](O)C[C@@H]1S
E_HOMO: -9.05 eV

XYZ file:
```
19
Properties=species:S:1:pos:R:3:mulliken_charge:R:1
C -0.043 1.811 -0.590 -0.941
C 0.125 0.358 0.048 0.856
N 1.081 0.380 1.213 -0.760
C 0.682 -0.884 -0.744 -0.432
O 2.051 -0.868 -0.937 -0.578
C -0.196 -1.693 0.263 -0.718
C -1.101 -0.421 0.493 -0.257
S -2.664 -0.279 -0.185 -0.208
H -1.047 1.827 -1.231 0.167
H 0.085 2.599 0.372 0.281
H 0.783 1.962 -1.444 0.262
H 0.687 -0.007 2.043 0.195
H 1.458 1.385 1.608 0.256
H 0.149 -0.815 -1.688 0.400
H 2.159 -0.502 0.010 0.496
H -0.920 -2.422 -0.246 0.358
H 0.296 -2.233 1.101 0.304
H -1.243 -0.448 1.528 0.217
H -2.343 0.250 -1.613 0.103
```

=====

The molecule C5H11NOS. Source: OMol25; level of theory: ωB97M-V with the def2-TZVPD basis set.

Values from the calculation:
LUMO (alpha / beta): 0.89 / -1.00 eV
Energy relative to the best compared isomer or geometry (same formula, charge and spin): 9.75 kJ/mol
Frontier orbital gap (alpha / beta): 6.433 / 9.570 eV
<S²>: 2.007
2S+1: 3
E_HOMO (alpha / beta): -5.55 / -10.57 eV

XYZ file:
```
19
Properties=species:S:1:pos:R:3:mulliken_charge:R:1
C -0.877 0.231 0.278 -0.315
C -1.201 -2.123 1.085 -0.991
C 1.923 1.143 -1.154 -1.206
C -1.347 -0.643 1.393 -0.081
C 0.591 1.751 -0.817 -0.648
N 0.102 1.120 0.446 0.013
O 0.535 1.382 3.066 -0.493
S 0.963 1.774 1.725 0.335
H -1.199 0.216 -0.727 0.299
H -1.404 -2.642 2.100 0.292
H -0.102 -2.428 0.873 0.249
H -1.819 -2.377 0.118 0.287
H 2.051 0.142 -0.800 0.390
H 2.213 1.194 -2.186 0.353
H 2.745 1.437 -0.611 0.447
H -0.691 -0.356 2.248 0.157
H -2.428 -0.423 1.558 0.229
H 0.583 2.920 -0.472 0.377
H -0.127 1.462 -1.577 0.306
```

=====

The molecule C5H11NOSi. Source: OMol25; level of theory: ωB97M-V with the def2-TZVPD basis set.

Values from the calculation:
LUMO: 0.51 eV
Energy relative to the best compared isomer or geometry (same formula, charge and spin): 6.62 kJ/mol
Frontier orbital gap: 9.500 eV
SMILES: C[Si]1(C)CCC(=O)N1
E_HOMO: -8.99 eV

XYZ file:
```
19
Properties=species:S:1:pos:R:3:mulliken_charge:R:1
C 0.924 0.398 1.621 -1.247
Si 0.282 -0.254 -0.077 0.344
C 1.336 -1.639 -0.829 -0.940
C -0.799 1.006 -1.051 -0.691
C -2.117 1.063 -0.365 -0.534
C -2.477 -0.265 0.314 0.354
O -3.656 -0.565 0.386 -0.667
N -1.381 -0.977 0.646 -0.243
H 1.193 -0.342 2.257 0.445
H 1.770 1.097 1.470 0.318
H 0.155 0.784 2.186 0.412
H 0.784 -2.217 -1.604 0.296
H 2.264 -1.264 -1.301 0.322
H 1.629 -2.324 0.019 0.272
H -0.737 0.475 -2.068 0.272
H -0.409 1.925 -1.064 0.474
H -2.822 1.288 -1.089 0.355
H -2.418 1.943 0.365 0.234
H -1.652 -1.841 1.148 0.227
```

=====

What did the sixth record say?
The molecule C5H11NOSi. Source: OMol25; level of theory: ωB97M-V with the def2-TZVPD basis set.

Values from the calculation:
LUMO: 0.51 eV
Energy relative to the best compared isomer or geometry (same formula, charge and spin): 6.62 kJ/mol
Frontier orbital gap: 9.500 eV
SMILES: C[Si]1(C)CCC(=O)N1
E_HOMO: -8.99 eV

XYZ file:
```
19
Properties=species:S:1:pos:R:3:mulliken_charge:R:1
C 0.924 0.398 1.621 -1.247
Si 0.282 -0.254 -0.077 0.344
C 1.336 -1.639 -0.829 -0.940
C -0.799 1.006 -1.051 -0.691
C -2.117 1.063 -0.365 -0.534
C -2.477 -0.265 0.314 0.354
O -3.656 -0.565 0.386 -0.667
N -1.381 -0.977 0.646 -0.243
H 1.193 -0.342 2.257 0.445
H 1.770 1.097 1.470 0.318
H 0.155 0.784 2.186 0.412
H 0.784 -2.217 -1.604 0.296
H 2.264 -1.264 -1.301 0.322
H 1.629 -2.324 0.019 0.272
H -0.737 0.475 -2.068 0.272
H -0.409 1.925 -1.064 0.474
H -2.822 1.288 -1.089 0.355
H -2.418 1.943 0.365 0.234
H -1.652 -1.841 1.148 0.227
```